Entry 1:
The following is a quantum chemistry calculation of the molecule C6H9F3O5S at a distorted geometry, from the Open Molecules 2025 dataset.

```
! wB97M-V def2-TZVPD RIJCOSX def2/J DEFGRID3
* xyz 0 1
H -0.7152 -1.2833 0.6984
S 0.7369 -0.2704 3.0719
H 1.3781 -2.3905 -1.3057
H 1.6431 0.7269 3.1115
O -1.2591 0.5272 -0.4113
C 1.0416 0.2027 -1.3799
H 2.2491 1.7086 -1.0533
C 0.1901 0.3016 1.4636
H -3.1539 -0.7418 1.5336
F 1.3877 -0.0604 -2.9135
H -2.7735 0.9632 1.5040
F 3.0663 -0.5243 -0.3239
C -2.2942 -0.0449 1.6820
C 1.7268 -0.7203 -0.4921
C -1.0724 -0.2323 0.8443
H 0.5517 1.7698 0.2922
O 1.3406 1.5385 -1.2524
H -1.7887 0.0366 2.6862
O 1.3395 -2.0003 -0.4487
H -1.7528 -1.1612 -2.5449
C -0.5536 0.1223 -1.5539
F -0.8684 1.0961 -2.4846
O -0.9298 -1.1502 -1.9807
O 0.5100 1.5864 1.2572
*
```

E_HOMO (alpha / beta) = -8.4 / -7.5 eV
ΔE to the lowest compared entry with this formula, charge and spin = 299.5 kJ/mol
Gap between HOMO and LUMO (alpha / beta) = 8.57 / 7.03 eV

Entry 2:
The following is a quantum chemistry calculation of a cluster of 12 separate species, C42H89BN6O20S3 in total at a distorted geometry, from the Open Molecules 2025 dataset.

```
! wB97M-V def2-TZVPD RIJCOSX def2/J DEFGRID3
* xyz 0 1
C -3.0158 -8.2742 5.7118
C 1.4225 -5.5769 -6.8138
H 3.1979 0.0196 3.2410
H 0.7946 -2.2766 2.4909
C 2.9584 -2.1996 1.2897
C 2.2173 0.2654 1.2687
H -7.9062 6.5564 6.5232
H -8.0181 -4.3344 2.3890
H 4.8629 5.8296 6.0635
H 3.3555 -1.9364 2.2701
C 2.4956 -3.6345 1.5347
O -2.2962 -6.1161 3.9953
N 6.4760 4.8536 5.1513
C 0.6891 -1.2377 2.1785
H -7.3401 -0.9956 1.7216
H -5.4833 6.3651 1.8916
H 6.2701 4.6922 -2.4904
C -0.9451 -12.6432 0.2133
O -7.9543 3.9611 6.8944
H 0.6564 -11.1630 2.5714
H -2.1814 -4.7107 6.7442
H 0.4278 0.3061 3.5984
H -1.0869 3.7279 -5.8685
H 1.6698 -3.9176 0.8821
C 3.8770 -4.6823 -0.2448
O -3.8972 3.8387 1.8143
C -7.3882 6.2119 7.4182
H 6.8735 5.2392 -4.1892
O -2.6603 11.1823 1.4226
H -3.9223 5.0461 -1.5553
O -5.2287 -2.3348 0.2237
H 6.4428 -0.4384 -8.7921
C -3.6267 4.4345 -0.7029
H -3.5965 -8.3878 6.6272
H 0.4361 -2.3821 -0.0597
H 4.1214 -3.6704 -0.5682
O 5.8011 4.5873 7.4002
C -5.9199 3.0123 8.9522
O -1.0702 5.0081 -7.3803
H -1.0163 -10.2771 -0.6852
N 7.9368 -1.7022 -7.8649
H -6.3244 6.4009 7.2745
O 0.3980 7.9666 1.5413
H 7.4084 0.2627 -7.5370
C -8.1076 -3.9173 1.3859
H 4.6843 -5.3993 -0.3936
O 0.0084 -5.5796 -6.8981
H 4.2288 6.2957 -2.6328
H -2.2534 -6.2942 7.5939
O 7.0638 -2.9042 -6.1714
H -0.5332 -13.6402 0.4335
H -3.6115 -8.8055 4.9695
O -6.6345 4.2756 8.8631
O -2.4385 12.5293 -1.6194
H -5.5034 2.7086 9.9127
C 3.6395 -4.5999 1.1913
H 5.5499 6.3216 3.9104
H 1.8674 -6.2714 -6.1012
H 7.2934 5.9743 3.6986
H -2.3412 1.7712 -5.9388
H 1.8684 -7.0966 -8.1623
H 1.8302 -4.6050 -6.5359
H 8.5646 4.1891 4.9536
H 4.6328 -4.2437 1.4645
H -4.2819 3.9763 7.9661
H -6.1895 -4.0695 -0.1671
C -3.1535 2.2347 -6.4987
C 7.9266 -2.7610 -7.0502
H -4.4940 4.2055 -7.9662
C 3.9870 6.1409 -3.6843
O -0.4054 -5.5133 -4.6865
N -2.6761 3.4467 -7.1499
H -0.6226 -9.6506 0.9817
H -2.6976 -6.6166 -5.8250
H -3.2894 1.4948 -7.2875
H 1.8517 -11.7541 1.5033
O -1.0107 9.4728 0.7344
H 4.4352 6.8757 -4.3530
O -0.4029 11.1514 2.1453
H -4.5414 6.7110 0.4069
H -8.1013 -4.7045 0.6320
H 6.0629 4.8475 3.0982
C 7.5529 3.8484 5.1738
C 2.2905 0.4766 2.8461
C -1.5711 4.0973 -6.7857
C -3.2467 11.7015 0.5206
H -4.0181 2.3024 8.0345
C 1.2111 -0.3922 3.3037
O -2.0288 -12.4149 -0.3782
H 2.0699 1.4711 3.2339
N -7.0608 -2.9319 1.2649
H -4.0634 2.5478 -5.9866
C 6.3127 5.5431 3.8994
O 0.8465 10.0941 3.6052
H 3.6977 -2.0519 0.5024
H 9.5598 -2.4309 -9.0999
C -0.2424 9.0047 1.6100
C 0.7921 -11.8534 1.7388
C -0.8075 -5.5303 -5.7927
C -2.1777 12.0899 -0.5853
H -2.3818 -5.3971 -7.1408
H -3.1125 4.9715 -8.7619
H -3.1829 3.3582 -9.0224
H -5.2724 2.9952 6.9763
H -0.2808 -0.9064 1.8075
H -2.7695 5.0514 -0.4333
H 1.3781 0.8748 0.9333
H 3.0367 -4.9824 -0.8708
H 1.4466 -0.9160 4.2301
H -2.5279 -4.8001 -5.4206
C 1.9987 -6.0145 -8.1570
O -4.4074 12.2258 0.5378
C -2.2963 -5.6360 -6.0807
H -5.9426 -1.9247 2.4936
N -0.0792 -11.6461 0.5676
H 1.6513 -5.5413 -9.0755
H -9.0786 -3.4351 1.4986
C -6.9963 -1.9046 2.2151
H 0.3415 -0.7163 -0.5232
H -7.5136 6.7782 8.3411
H 8.5707 -1.1563 -9.8160
C -0.3162 -10.2853 0.1502
H 2.1444 -3.7918 2.5546
C 6.8826 -0.6500 -7.8175
C -3.4483 4.0733 -8.2436
H 1.8200 -1.6734 -1.0016
H 3.1008 0.5306 0.6880
H 6.2012 -0.7265 -6.9702
H -6.7783 2.3750 8.7400
H 7.4841 3.4090 6.1689
H 9.6362 -0.7662 -8.5048
S -4.7942 4.3304 0.6792
H 8.7708 -3.4397 -7.2478
C -5.3600 6.1318 0.8340
H -1.0510 -5.9350 6.5954
H -3.3150 3.4600 -1.0790
C -4.8257 3.0316 7.9699
O -1.0362 11.7200 -0.1046
H 7.1916 3.0674 4.5048
C -6.1217 -3.1118 0.3718
H -6.2404 6.4487 0.2750
H 6.7202 3.5465 -3.7975
S 4.5542 4.5024 -4.3216
O 3.8682 3.3523 -3.5484
H 3.4741 -5.5472 1.7044
C 6.3211 4.5345 -3.5677
S -3.1069 -6.4509 5.2015
H -7.6736 -2.0023 3.0635
C -7.4152 4.6940 7.6995
N 1.7563 -1.1546 1.0806
B -1.2785 10.9049 1.0282
C 0.1500 10.1680 2.5984
C -2.1312 -5.7938 6.6333
H 0.5904 -9.8334 -0.2523
H 0.6648 -12.8259 2.2145
H 3.0867 -5.9633 -8.1150
C 1.0480 -1.5007 -0.2517
C 8.9683 -1.5427 -8.8776
H -1.9659 -8.3939 5.9789
H 2.9321 6.0752 -3.9507
C 5.6780 5.1115 6.2430
*
```

E_HOMO = -7.9 eV
Gap between HOMO and LUMO = 7.15 eV